Below is a molecular structure, C14H27GeNiO2SSe3Te at a distorted geometry, with properties calculated with ωB97M-V/def2-TZVPD.

Calculated values
Lowest unoccupied orbital energy (spin up / spin down) in eV: 2.2367 / 2.2266
Total charge: -1
⟨S²⟩: 2.011
Multiplicity: 3
Largest force on an atom in eV/Å: 1.2
Electronic energy in eV: -330778.7047

CARTESIAN COORDINATES (ANGSTROEM)
Ni -0.19 0.09 0.20
O 1.27 -1.54 0.85
C 1.44 -2.74 0.09
C 1.36 -2.45 -1.40
C 2.01 -3.67 -2.06
O 1.98 -3.64 -3.48
C -0.11 -2.36 -1.89
Se -1.49 -1.80 -0.60
C 2.20 -1.20 -1.75
Se 1.32 0.56 -1.60
H 0.84 -1.77 1.68
H 0.67 -3.47 0.35
H 2.43 -3.16 0.33
H 1.52 -4.58 -1.69
H 3.07 -3.73 -1.78
H 1.10 -3.37 -3.75
H -0.44 -3.35 -2.24
H -0.16 -1.66 -2.72
H 2.51 -1.28 -2.79
H 3.09 -1.19 -1.13
Te -1.98 1.92 0.22
C -2.13 3.39 -1.28
C -2.42 3.26 -2.61
C -2.53 4.51 -3.30
C -2.32 5.58 -2.48
S -1.99 5.06 -0.88
H -2.54 2.29 -3.08
H -2.76 4.60 -4.35
H -2.34 6.63 -2.73
C 1.24 -2.39 6.35
Ge 1.04 -1.91 4.47
C 2.83 -1.69 3.74
C 0.06 -3.33 3.54
C -0.04 -0.29 4.43
Se -0.47 0.63 2.74
C 1.26 1.52 2.56
H 1.79 -3.33 6.45
H 0.27 -2.50 6.83
H 1.80 -1.61 6.88
H 3.36 -2.64 3.83
H 3.37 -0.93 4.31
H 2.82 -1.40 2.68
H 0.74 -4.04 3.07
H -0.62 -2.93 2.77
H -0.55 -3.87 4.27
H 0.38 0.47 5.09
H -1.01 -0.56 4.84
H 2.05 0.78 2.59
H 1.38 2.25 3.35
H 1.26 2.01 1.59

Mulliken charges, unit e, in atom order: 0.330 0.040 -1.608 2.357 -1.220 -0.564 -1.650 -0.419 -1.477 -0.369 -0.069 0.449 0.404 0.411 0.432 0.396 0.549 0.528 0.528 0.278 0.019 -0.069 -0.362 -0.462 -0.426 -0.170 0.395 0.327 0.351 -1.295 0.627 -1.070 -1.243 -1.009 -0.035 -0.833 0.350 0.367 0.356 0.359 0.346 0.266 0.347 0.398 0.431 0.413 0.432 0.203 0.364 0.296

***

Below is a molecular structure, C14H27IrN2O at a distorted geometry, with properties calculated with ωB97M-V/def2-TZVPD.

Calculated values
Lowest unoccupied orbital energy (spin up / spin down) in eV: -7.3875 / -10.1135
Total charge: +2
⟨S²⟩: 6.021
Multiplicity: 5
Largest force on an atom in eV/Å: 4.0
Electronic energy in eV: -22802.6362

CARTESIAN COORDINATES (ANGSTROEM)
C -1.86 -0.57 -1.22
H -2.88 -0.43 -0.83
H -1.89 0.02 -2.15
H -1.36 1.83 0.63
C -1.63 -2.03 -1.53
H -0.59 -2.20 -1.78
H -1.84 -2.64 -0.64
C -2.52 -2.38 -2.72
H -2.38 -3.40 -3.09
H -3.55 -2.21 -2.40
H -2.33 -1.63 -3.51
C 1.78 0.73 0.80
C 1.93 -0.15 -0.30
C 1.20 0.40 -1.41
C 0.63 1.67 -1.01
C 0.96 1.85 0.40
C 0.54 2.97 1.29
C -0.12 2.62 -1.88
C 1.16 -0.14 -2.81
C 2.73 -1.40 -0.28
C 2.35 0.56 2.16
Ir -0.77 0.48 -0.05
H -0.65 3.31 -1.22
H 0.51 3.16 -2.60
H -0.89 2.07 -2.43
H -0.32 3.47 0.82
H 0.19 2.62 2.27
H 1.37 3.68 1.42
H 2.62 -0.49 2.40
H 3.28 1.16 2.20
H 1.68 0.92 2.96
H 2.47 -2.08 -1.12
H 3.80 -1.17 -0.39
H 2.63 -2.00 0.65
H 0.12 -0.32 -3.14
H 1.58 0.56 -3.54
H 1.70 -1.09 -2.89
N -2.02 -0.16 3.57
C -1.20 -0.95 2.86
N -0.37 -1.75 3.57
O -1.24 -1.01 1.58
H -1.92 -0.12 4.59
H -2.71 0.40 3.10
H 0.18 -2.44 3.09
H -0.36 -1.70 4.57

Mulliken charges, unit e, in atom order: -1.087 0.604 0.409 0.081 -0.077 0.172 0.391 -1.264 0.386 0.325 0.337 0.622 0.884 0.120 0.480 0.013 -1.155 -1.085 -1.191 -1.819 -1.425 0.875 0.285 0.368 0.331 0.261 0.458 0.376 0.375 0.388 0.304 0.402 0.403 0.385 0.232 0.336 0.389 -0.368 0.656 -0.383 -0.654 0.192 0.242 0.241 0.186

***

Below is 2 unconnected molecules or ions with the total composition C14H27N2O at a distorted geometry, with properties calculated with ωB97M-V/def2-TZVPD.

Calculated values
Lowest unoccupied orbital energy in eV: -4.5605
Total charge: +1
Energy above the lowest of the compared OMol25 structures with the same formula, charge and spin in kcal per mole: 32.3
Largest force on an atom in eV/Å: 1.4
Electronic energy in eV: -19976.3511

CARTESIAN COORDINATES (ANGSTROEM)
C 3.37 -0.83 0.48
C 3.83 0.63 0.67
C 2.88 1.70 0.13
C 2.43 1.42 -1.33
C 1.66 1.90 0.98
C 1.31 3.16 1.41
N 0.21 3.31 2.12
N -0.63 2.38 2.50
C -0.33 1.15 2.11
C -1.26 0.06 2.49
C -1.54 -0.96 1.38
C -2.61 -0.55 0.36
C -2.41 -1.37 -0.93
C -2.54 0.94 0.00
C 0.82 0.92 1.35
H 3.25 -1.30 1.45
H 2.47 -0.94 -0.11
H 4.16 -1.39 -0.01
H 4.10 0.84 1.70
H 4.75 0.75 0.11
H 3.40 2.66 0.13
H 2.44 2.33 -1.92
H 3.04 0.64 -1.76
H 1.41 1.05 -1.33
H 1.89 4.03 1.15
H -0.02 4.25 2.43
H -0.75 -0.48 3.29
H -2.16 0.47 2.93
H -1.91 -1.86 1.88
H -0.64 -1.28 0.87
H -3.61 -0.75 0.75
H -2.76 -0.77 -1.76
H -2.90 -2.33 -0.90
H -1.35 -1.52 -1.12
H -1.52 1.16 -0.33
H -2.76 1.60 0.83
H -3.17 1.15 -0.86
H 1.03 -0.09 1.07
C -2.04 -3.43 -3.85
O -3.17 -3.89 -3.12
H -2.03 -2.35 -3.83
H -1.12 -3.80 -3.38
H -2.09 -3.78 -4.88
H -3.16 -4.85 -3.14

Mulliken charges, unit e, in atom order: -1.188 -0.889 0.140 -1.317 0.204 -0.399 0.251 -0.707 -0.689 -0.793 -1.048 0.873 -1.526 -1.499 1.187 0.345 0.396 0.330 0.393 0.440 0.624 0.322 0.389 0.302 0.504 0.278 0.411 0.340 0.424 0.366 0.329 0.364 0.396 0.334 0.203 0.368 0.500 0.025 -0.523 -0.495 0.175 0.254 0.311 0.296